Record 1
Formula: ClH2NO2P
Source: the Open Molecules 2025 dataset
Level of theory: ωB97M-V with the def2-TZVPD basis set

- total charge = -1
- ΔE to the lowest compared entry with this formula, charge and spin (kJ/mol) = 353.1
- E_LUMO (alpha / beta) (eV) = 3.41 / 3.09
- DFT total energy (eV) = -27430.227

Geometry (Å):
N1 -0.295 1.607 1.151
O1 1.256 -1.653 -0.535
O2 -0.194 -0.400 -2.264
P1 0.069 -0.835 -0.876
Cl1 -1.626 -1.745 0.010
H1 0.477 1.970 0.621
H2 0.313 1.055 1.894

Forces on the atoms, in the same order (eV/Å):
1.180 -2.203 1.747
0.039 0.005 0.456
-0.505 0.239 0.023
0.425 0.413 0.248
-0.101 -0.038 -0.124
0.577 0.564 -0.796
-1.615 1.020 -1.555

Atom-resolved charges from Mulliken, all expressed in e: number 1, N, carries -0.560; number 2, O, carries -0.528; number 3, O, carries -0.538; number 4, P, carries 0.570; number 5, Cl, carries -0.301; number 6, H, carries 0.173; number 7, H, carries 0.184

Record 2
Formula: ClH2NO2Si
Source: the Open Molecules 2025 dataset
Level of theory: ωB97M-V with the def2-TZVPD basis set

- ΔE to the lowest compared entry with this formula, charge and spin (kJ/mol) = 448.8
- E_LUMO (alpha / beta) (eV) = -0.71 / -1.68
- DFT total energy (eV) = -26011.611

Geometry (Å):
N1 1.955 -1.110 -0.179
O1 1.845 -1.898 0.759
O2 2.477 -1.332 -1.296
Si1 1.095 0.449 0.299
Cl1 2.208 2.145 0.303
H1 -0.720 -1.067 -1.847
H2 0.373 0.006 1.413

Forces on the atoms, in the same order (eV/Å):
1.279 -0.260 -1.378
0.310 -0.218 -0.843
-1.006 0.264 2.474
-0.327 0.422 -2.247
0.074 -0.377 0.234
0.110 0.193 0.167
-0.441 -0.024 1.592

Atom-resolved charges from Mulliken, all expressed in e: number 1, N, carries 0.807; number 2, O, carries -0.485; number 3, O, carries -0.501; number 4, Si, carries 0.290; number 5, Cl, carries -0.144; number 6, H, carries 0.022; number 7, H, carries 0.011

Record 3
Formula: ClH2NOS2
Source: the Open Molecules 2025 dataset
Level of theory: ωB97M-V with the def2-TZVPD basis set

- ΔE to the lowest compared entry with this formula, charge and spin (kJ/mol) = 79.9
- structure (SMILES) = N[S@](=O)(=S)Cl
- E_LUMO (eV) = -1.42
- DFT total energy (eV) = -37760.954

Geometry (Å):
N1 -0.167 -0.587 -0.865
S1 0.141 0.467 0.394
O1 -0.930 1.368 0.352
S2 2.084 1.292 0.059
Cl1 -0.043 -0.827 2.037
H1 -0.990 -0.139 -1.193
H2 -0.095 -1.574 -0.784

Forces on the atoms, in the same order (eV/Å):
0.825 1.749 1.041
4.883 -1.174 -1.444
-1.836 1.539 0.524
-2.860 -1.463 1.055
0.228 0.587 -0.454
-1.170 -0.579 -0.991
-0.070 -0.659 0.270

Atom-resolved charges from Mulliken, all expressed in e: number 1, N, carries -0.419; number 2, S, carries 0.730; number 3, O, carries -0.469; number 4, S, carries -0.248; number 5, Cl, carries -0.159; number 6, H, carries 0.278; number 7, H, carries 0.287

Record 4
Formula: ClH2NP2
Source: the Open Molecules 2025 dataset
Level of theory: ωB97M-V with the def2-TZVPD basis set

- ΔE to the lowest compared entry with this formula, charge and spin (kJ/mol) = 269.2
- structure (SMILES) = [PH2]#P=NCl
- E_LUMO (eV) = -0.76
- DFT total energy (eV) = -32619.529

Geometry (Å):
P1 0.208 -0.799 -0.239
P2 2.111 -0.456 0.857
N1 2.887 -0.157 -0.446
Cl1 4.746 0.251 -0.319
H1 1.013 -0.275 -1.150
H2 -0.245 0.356 0.241

Forces on the atoms, in the same order (eV/Å):
-0.197 -2.901 1.037
-0.270 -0.428 2.111
3.076 0.868 -1.795
-2.281 -0.580 0.293
0.518 1.019 -2.313
-0.846 2.023 0.667

Atom-resolved charges from Mulliken, all expressed in e: number 1, P, carries -0.120; number 2, P, carries 0.258; number 3, N, carries -0.222; number 4, Cl, carries -0.153; number 5, H, carries 0.173; number 6, H, carries 0.064

Record 5
Formula: ClH2OP
Source: the Open Molecules 2025 dataset
Level of theory: ωB97M-V with the def2-TZVPD basis set

- ΔE to the lowest compared entry with this formula, charge and spin (kJ/mol) = 27.4
- structure (SMILES) = O=[PH2]Cl
- E_LUMO (eV) = 0.72
- DFT total energy (eV) = -23891.497

Geometry (Å):
O1 0.642 -0.632 -1.309
P1 0.019 -0.173 -0.051
Cl1 -0.948 1.554 -0.087
H1 -0.611 -1.196 0.650
H2 0.899 0.446 0.798

Forces on the atoms, in the same order (eV/Å):
-0.748 -0.004 0.275
2.244 -0.115 -1.029
-1.593 0.520 -0.355
-0.686 0.240 0.205
0.783 -0.641 0.904

Atom-resolved charges from Mulliken, all expressed in e: number 1, O, carries -0.535; number 2, P, carries 0.538; number 3, Cl, carries -0.170; number 4, H, carries 0.120; number 5, H, carries 0.048

Record 6
Formula: ClH2PS
Source: the Open Molecules 2025 dataset
Level of theory: ωB97M-V with the def2-TZVPD basis set

- ΔE to the lowest compared entry with this formula, charge and spin (kJ/mol) = 191.3
- structure (SMILES) = PSCl
- E_LUMO (eV) = -1.29
- DFT total energy (eV) = -32677.283

Geometry (Å):
P1 -1.291 0.049 0.013
S1 1.061 0.437 1.101
Cl1 2.146 -1.246 0.448
H1 -1.360 1.410 -0.521
H2 -0.557 -0.649 -1.042

Forces on the atoms, in the same order (eV/Å):
2.626 0.270 0.664
-1.572 -1.161 -1.269
-0.853 1.007 0.306
0.389 -0.986 -0.058
-0.590 0.870 0.356

Atom-resolved charges from Mulliken, all expressed in e: number 1, P, carries -0.031; number 2, S, carries -0.056; number 3, Cl, carries -0.146; number 4, H, carries 0.119; number 5, H, carries 0.114